Here is a single C22H33N3O5 molecule from OMol25. Energies are from ωB97M-V with the def2-TZVPD basis set.

Element x y z (Å)
H: 2.981 0.459 7.122
H: -3.151 0.714 -0.741
C: -0.438 1.929 3.235
C: -0.366 3.806 5.328
C: 0.846 0.407 7.437
H: 2.134 1.941 6.614
C: -1.644 1.528 -2.033
C: 1.220 0.611 4.385
C: 0.400 1.769 4.320
H: -0.059 0.809 6.989
O: -1.389 0.979 -5.038
C: -0.525 -0.898 0.113
C: 1.130 -2.560 -5.417
H: -1.083 2.787 3.139
C: -0.016 0.026 -3.316
H: 1.810 -1.174 3.410
C: -1.378 1.206 1.060
H: 0.780 -0.678 7.446
H: 0.027 2.168 -3.190
H: -1.415 3.483 5.302
C: -0.483 0.999 2.195
H: -0.262 -0.820 -2.676
H: -0.728 5.470 6.635
H: 1.050 -2.691 -6.498
H: -1.696 2.480 -1.502
N: 0.281 -1.027 1.212
O: 2.115 0.292 5.348
H: -0.165 4.425 4.445
H: -2.225 -0.530 -1.620
C: -0.841 -0.013 -4.589
O: -0.531 -1.752 -0.752
C: 1.171 -0.308 3.343
C: -2.160 0.428 -1.104
C: -0.088 4.593 6.599
C: 2.075 0.851 6.652
O: 0.489 2.678 5.336
H: 0.951 4.910 6.622
C: 0.339 -0.125 2.249
C: 1.924 -3.722 -4.823
N: -0.942 -1.216 -5.211
H: 1.673 -1.630 -5.238
H: -1.024 -1.581 -7.278
H: -0.202 -2.484 -3.721
H: 1.984 -5.878 -4.801
H: 0.853 -1.860 1.245
H: -2.313 1.582 -2.891
H: -2.097 -0.307 -6.657
H: 0.919 0.766 8.460
H: -0.895 -3.269 -5.142
N: -1.307 0.235 0.065
C: -0.273 -2.433 -4.809
C: -1.679 -1.291 -6.454
H: -2.489 -2.019 -6.369
O: -2.145 2.141 0.962
C: 1.333 -5.086 -5.163
H: 1.227 -5.197 -6.240
H: 0.358 -5.214 -4.703
C: -0.215 1.327 -2.538
H: 2.947 -3.674 -5.204
H: -0.282 3.975 7.472
H: 1.037 -0.067 -3.592
H: 0.482 1.339 -1.695
H: 1.969 -3.607 -3.737

The energy relative to the best compared isomer or geometry (same formula, charge and spin) is 0.6322 eV. Its HOMO energy is -8.2 eV. Its spin multiplicity is 1. Its charge is 0.



Here is a single C3H6FNO2 molecule in a non-equilibrium geometry from OMol25. Energies are from ωB97M-V with the def2-TZVPD basis set.

Element x y z (Å)
F: -1.097 0.225 -1.288
H: 0.223 1.999 1.081
O: 0.064 -2.032 0.930
H: 1.635 -0.301 -1.151
C: -0.020 0.724 -0.598
C: 0.472 -1.615 -0.274
N: 0.990 -0.291 -0.374
O: 0.488 -2.350 -1.178
H: -0.591 0.518 1.449
H: -1.479 1.759 0.600
H: 0.419 1.497 -1.209
C: -0.508 1.303 0.711
H: -0.597 -1.436 1.299

The energy relative to the best compared isomer or geometry (same formula, charge and spin) is 0.4272 eV. Its HOMO energy is -10.3 eV. Its spin multiplicity is 1. Its charge is 0.



Here is a 5-piece molecular cluster, H10O5 overall in a non-equilibrium geometry from OMol25. Energies are from ωB97M-V with the def2-TZVPD basis set.

Element x y z (Å)
H: 0.836 -2.739 0.753
H: -0.801 -1.240 -0.986
H: -1.079 0.506 1.429
O: 0.548 0.523 0.547
H: -1.718 -0.071 -1.155
H: 1.336 1.009 0.245
H: 1.081 2.278 -1.578
O: -1.945 0.104 1.585
O: -0.952 -0.484 -1.598
H: -1.984 0.018 2.537
H: 2.157 1.219 -1.782
O: 0.027 -2.197 0.726
H: 0.398 -1.323 0.957
H: 0.081 0.305 -0.311
O: 2.015 2.092 -1.367

The energy relative to the best compared isomer or geometry (same formula, charge and spin) is 0.6399 eV. Its HOMO energy is -11.1 eV. Its spin multiplicity is 1. Its charge is 0.



Here is C26H47Br2O4S5SbSiTc as an isolated structure in a non-equilibrium geometry from OMol25. Energies are from ωB97M-V with the def2-TZVPD basis set.

Element x y z (Å)
H: -5.490 0.083 4.032
Sb: -1.519 2.291 -4.468
H: -6.552 -0.125 -2.729
H: 4.118 -1.364 -3.249
H: -5.402 1.010 -1.883
O: -2.002 -1.087 0.262
H: -3.956 2.933 4.347
C: 5.672 -2.952 -1.418
S: -0.268 3.539 -2.798
C: 6.106 -1.535 -1.694
C: 6.586 -1.394 -3.240
H: -0.900 -0.184 2.491
H: 2.262 3.541 -0.039
H: 5.489 0.324 0.354
H: 5.278 -2.965 -0.434
H: -5.001 -0.358 -3.142
H: -6.639 -1.939 0.374
H: -4.645 -3.032 -0.816
S: -1.227 0.489 -2.319
Br: -1.143 3.692 0.609
S: -3.684 2.824 -4.415
H: 5.859 -2.030 -3.790
H: 5.624 2.362 1.176
S: -0.372 1.419 -6.103
C: -1.060 -1.790 1.026
H: 7.445 0.003 -0.943
H: 2.479 2.327 2.871
H: 7.551 -1.927 -3.238
H: -2.379 2.153 3.874
H: 0.420 -1.288 2.410
C: -4.769 -2.281 -1.557
H: 4.942 -3.200 -2.158
H: 4.009 3.690 -0.226
C: 2.380 1.578 2.023
H: 5.082 1.093 2.187
H: 6.470 -0.290 -3.512
C: -5.602 -0.005 -2.205
C: -0.051 -2.506 0.012
H: -5.360 -2.651 -2.442
C: 4.933 -0.638 -1.513
H: -1.075 -3.594 2.252
C: -4.686 -0.179 3.330
H: 4.692 2.759 2.623
C: 2.496 0.870 -1.207
H: 8.265 -1.553 -1.131
O: 1.364 1.599 -1.113
H: -3.442 1.424 5.015
C: -3.496 1.992 4.078
C: 3.862 -0.741 -2.440
H: 6.493 -3.663 -1.340
C: 3.208 3.413 0.509
Tc: -0.318 2.247 -1.117
H: -5.970 2.180 2.934
H: -7.424 -1.732 -1.093
C: -1.802 -2.871 1.831
H: -3.911 -0.800 3.701
O: -3.115 0.963 1.866
O: -4.602 -0.327 0.064
C: -4.087 1.247 2.895
C: -5.427 -1.015 -1.082
H: -0.459 -3.401 -0.460
C: 4.772 2.042 1.801
C: 7.335 -1.063 -0.784
C: -5.199 1.936 2.202
H: -3.796 -1.929 -1.984
C: -0.249 -0.784 1.837
S: -2.547 1.517 -1.147
H: -2.414 -2.523 2.686
H: -2.420 -3.378 1.137
H: 2.759 0.660 2.401
C: 2.730 0.012 -2.339
C: 3.450 1.937 0.946
H: 0.291 -0.155 1.122
H: 1.388 1.518 1.649
H: 7.184 -1.329 0.259
H: 3.287 4.044 1.384
C: 4.705 0.246 -0.427
H: -5.085 -0.585 2.418
H: -5.689 1.439 1.410
H: 0.280 -1.765 -0.731
C: -6.730 -1.240 -0.383
H: 0.733 -2.988 0.509
H: -7.141 -0.255 -0.055
H: -4.775 2.891 1.781
Br: 1.523 0.051 -3.781
Si: -3.154 0.094 0.528
C: 3.512 0.980 -0.270

Its HOMO energy is -11.3 eV. Its spin multiplicity is 1. Its charge is +1.



Question: Look up the charge of the first one.
Answer: 0



Question: The highest charge belongs to which entry?
Answer: C26H47Br2O4S5SbSiTc



Question: Which formula does entry 2 have?
Answer: C3H6FNO2



Question: Number 4 is which compound?
Answer: C26H47Br2O4S5SbSiTc